# 1
Computed, not measured: C48H113BF4InN10O29 as an isolated structure in a non-equilibrium geometry, with ωB97M-V/def2-TZVPD.

The geometry in ORCA input format:
```
! wB97M-V def2-TZVPD RIJCOSX def2/J DEFGRID3
* xyz -1 1
In -0.207 4.520 2.217
N 1.622 3.814 5.236
O 2.070 3.349 4.181
O 2.341 3.829 6.229
O 0.475 4.165 5.266
N 3.852 4.743 0.738
O 3.875 5.223 -0.372
O 4.885 4.457 1.340
O 2.777 4.542 1.332
N -3.921 3.773 0.679
O -4.485 4.851 0.625
O -2.769 3.596 1.048
O -4.485 2.760 0.371
B -0.235 1.042 -0.192
F 0.100 2.247 0.316
F -0.866 0.172 0.716
F -1.121 1.174 -1.299
F 0.952 0.505 -0.538
C 4.089 -0.753 0.376
O 4.841 -0.927 1.576
C 5.656 0.090 2.016
C 4.919 1.131 2.941
N 5.570 2.417 3.259
C 7.003 2.196 3.486
C 7.343 1.659 4.858
O 8.682 2.055 5.301
C 8.806 2.692 6.546
H 4.672 -0.774 -0.545
H 3.706 0.267 0.345
H 3.223 -1.401 0.239
H 6.077 0.536 1.115
H 6.452 -0.292 2.655
H 4.727 0.701 3.924
H 3.934 1.297 2.505
H 5.656 2.980 2.425
H 7.419 3.199 3.390
H 7.421 1.514 2.746
H 7.324 0.570 4.820
H 6.666 2.050 5.618
H 9.832 2.934 6.822
H 8.388 2.340 7.489
H 8.443 3.717 6.468
C -2.805 -11.177 1.159
O -4.252 -11.238 1.113
C -4.915 -10.327 2.031
C -4.666 -8.781 1.623
N -3.476 -8.200 2.241
C -3.843 -7.535 3.504
C -4.452 -6.060 3.316
O -3.547 -5.099 2.686
C -2.115 -4.981 2.996
H -2.407 -10.420 0.483
H -2.361 -12.151 0.956
H -2.454 -10.828 2.130
H -4.515 -10.471 3.035
H -5.968 -10.588 2.136
H -5.448 -8.148 2.042
H -4.499 -8.522 0.577
H -3.001 -7.518 1.667
H -2.955 -7.499 4.136
H -4.548 -8.174 4.036
H -4.817 -5.844 4.321
H -5.383 -5.948 2.759
H -2.070 -4.866 4.079
H -1.760 -4.187 2.340
H -1.495 -5.843 2.749
C -3.697 -1.772 0.628
O -4.738 -2.552 0.084
C -5.384 -1.846 -0.961
C -6.846 -2.285 -1.199
N -7.651 -2.375 -0.038
C -8.628 -1.295 0.109
C -9.222 -1.587 1.473
O -8.359 -1.275 2.552
C -7.591 -2.429 3.093
H -4.099 -1.140 1.421
H -3.301 -1.172 -0.191
H -2.897 -2.243 1.199
H -4.883 -1.788 -1.927
H -5.304 -0.774 -0.780
H -7.032 -3.153 -1.831
H -7.378 -1.597 -1.856
H -6.997 -2.370 0.732
H -9.433 -1.184 -0.618
H -8.095 -0.362 0.292
H -9.562 -2.623 1.484
H -9.964 -0.804 1.627
H -6.784 -2.828 2.478
H -8.359 -3.139 3.403
H -6.889 -2.140 3.875
C 8.226 5.511 -4.416
O 7.179 5.053 -5.212
C 6.176 6.062 -5.492
C 4.803 5.310 -5.671
N 4.706 4.082 -4.850
C 4.627 4.265 -3.378
C 5.352 2.999 -2.701
O 4.983 1.621 -2.932
C 3.694 1.193 -2.622
H 7.903 5.854 -3.434
H 8.880 6.279 -4.830
H 8.906 4.687 -4.200
H 6.441 6.717 -6.322
H 5.895 6.496 -4.533
H 4.820 4.898 -6.680
H 3.884 5.888 -5.571
H 5.646 3.746 -5.008
H 3.576 4.106 -3.138
H 5.131 5.186 -3.085
H 5.371 3.221 -1.634
H 6.425 3.049 -2.887
H 3.769 0.142 -2.340
H 3.157 1.258 -3.569
H 3.230 1.682 -1.766
C 4.041 -6.950 -9.045
O 3.177 -6.561 -8.025
C 3.860 -5.870 -7.051
C 2.889 -5.364 -5.874
N 1.857 -4.437 -6.269
C 2.506 -3.210 -6.581
C 1.505 -2.058 -6.681
O 0.882 -1.750 -5.452
C 0.665 -0.332 -5.361
H 4.265 -6.022 -9.571
H 3.730 -7.651 -9.820
H 4.983 -7.468 -8.864
H 4.401 -5.052 -7.527
H 4.608 -6.501 -6.571
H 3.320 -4.971 -4.953
H 2.582 -6.353 -5.532
H 1.161 -4.150 -5.596
H 2.930 -3.287 -7.582
H 3.250 -2.916 -5.841
H 0.719 -2.319 -7.390
H 2.018 -1.222 -7.155
H 1.572 0.239 -5.162
H -0.045 -0.136 -4.558
H 0.134 0.046 -6.234
C 0.140 4.396 -1.630
O -0.426 5.121 -0.593
C -1.483 6.022 -1.039
C -1.736 7.190 0.009
N -2.161 6.642 1.307
C -2.653 7.689 2.211
C -3.090 7.018 3.561
O -2.069 6.176 4.074
C -2.137 6.150 5.487
H -0.524 3.576 -1.903
H 0.848 3.804 -1.049
H 0.549 4.908 -2.502
H -2.452 5.590 -1.287
H -1.059 6.414 -1.963
H -2.528 7.798 -0.430
H -0.887 7.871 0.058
H -2.905 5.969 1.188
H -3.437 8.232 1.683
H -1.875 8.437 2.369
H -4.068 6.592 3.337
H -3.417 7.857 4.174
H -1.983 7.108 5.984
H -1.605 5.303 5.920
H -3.206 5.973 5.611
C -3.797 3.254 4.056
O -2.339 3.196 4.057
C -1.800 2.014 4.528
C -1.445 0.853 3.575
N -0.187 1.204 2.920
C 0.967 0.624 3.610
C 0.914 -0.875 3.622
O 0.295 -1.426 4.797
C 0.095 -2.804 4.785
H -4.332 3.328 5.002
H -4.073 2.372 3.478
H -4.025 4.118 3.432
H -2.300 1.544 5.375
H -0.818 2.159 4.980
H -2.191 0.972 2.790
H -1.606 -0.116 4.046
H -0.282 0.701 2.049
H 1.010 0.930 4.655
H 1.903 1.052 3.250
H 1.955 -1.199 3.613
H 0.261 -1.150 2.794
H -0.978 -2.986 4.847
H 0.675 -3.293 5.568
H 0.463 -3.393 3.945
C 0.043 -2.736 -0.055
C -0.325 -2.035 -1.302
O -0.445 -3.063 -2.210
C 0.399 -4.048 -1.860
O 0.895 -4.947 -2.547
O 0.702 -3.890 -0.600
H -0.860 -2.877 0.539
H 0.686 -2.063 0.512
H 0.521 -1.429 -1.629
H -1.242 -1.479 -1.111
C -2.996 2.057 -4.083
C -3.791 0.893 -3.497
O -3.380 -0.222 -4.175
C -3.016 0.192 -5.477
O -3.181 -0.540 -6.503
O -2.836 1.539 -5.438
H -2.036 2.059 -3.566
H -3.594 2.934 -3.835
H -4.865 1.075 -3.538
H -3.529 0.830 -2.441
*
```

Values from the calculation:
* highest occupied orbital energy: -6.58 eV
* largest force on an atom: 6.2 eV/Å
* frontier orbital gap: 2.76 eV

---

# 2
Computed, not measured: a 9-piece molecular cluster, C48H116N8O11 overall in a non-equilibrium geometry, with ωB97M-V/def2-TZVPD.

The geometry in ORCA input format:
```
! wB97M-V def2-TZVPD RIJCOSX def2/J DEFGRID3
* xyz 6 1
C 1.675 0.555 1.468
C 1.041 0.086 0.425
C -0.022 -1.064 0.528
O -0.818 -1.479 -0.377
C -0.290 -1.642 1.773
C 0.312 -1.090 2.976
C 1.473 0.051 2.790
O 2.123 0.362 3.797
O 0.007 -1.559 4.109
O 1.280 0.803 -0.655
H 2.394 1.344 1.301
H -0.924 -2.514 1.839
C -0.493 3.716 8.304
C 0.394 4.993 8.099
C 1.665 5.197 8.971
O 2.379 6.338 8.553
C 3.522 6.682 9.360
N 0.792 5.075 6.645
H 1.256 4.194 6.479
H 0.039 5.279 6.003
H 1.430 5.826 6.425
H -0.729 3.392 9.318
H -0.062 2.770 7.977
H -1.458 3.879 7.824
H -0.141 5.940 8.175
H 2.362 4.363 8.891
H 1.519 5.335 10.042
H 4.097 7.353 8.721
H 4.082 5.761 9.519
H 3.204 7.224 10.251
C 9.466 2.800 4.878
C 8.433 1.687 4.536
C 8.973 0.246 4.880
O 7.772 -0.572 4.811
C 7.374 -0.892 3.559
N 7.293 2.043 5.520
H 7.393 1.948 6.520
H 6.850 2.934 5.348
H 6.565 1.356 5.387
H 9.008 3.789 4.890
H 10.258 2.833 4.131
H 9.979 2.516 5.797
H 7.945 1.714 3.562
H 9.407 0.238 5.880
H 9.673 -0.108 4.124
H 7.221 -0.067 2.863
H 6.448 -1.440 3.730
H 8.070 -1.456 2.938
C 1.057 -3.784 10.315
C 1.934 -4.698 9.456
C 1.323 -5.891 8.873
O 0.789 -6.546 9.992
C 1.196 -7.965 10.048
N 2.586 -3.882 8.327
H 1.836 -3.599 7.712
H 3.089 -3.070 8.653
H 3.167 -4.395 7.679
H 1.622 -2.975 10.777
H 0.525 -4.231 11.155
H 0.322 -3.347 9.638
H 2.691 -5.114 10.120
H 2.071 -6.496 8.361
H 0.505 -5.784 8.161
H 2.234 -8.230 10.249
H 0.913 -8.562 9.181
H 0.518 -8.478 10.730
C -1.512 -7.938 -0.810
C -1.150 -8.005 0.691
C -2.313 -8.429 1.591
O -1.732 -8.776 2.881
C -2.757 -9.115 3.905
N 0.045 -8.863 0.986
H -0.185 -9.798 0.681
H 0.879 -8.577 0.492
H 0.209 -8.865 1.982
H -0.569 -7.691 -1.298
H -2.220 -7.133 -1.003
H -2.011 -8.827 -1.196
H -0.726 -7.056 1.020
H -2.933 -9.262 1.260
H -2.972 -7.573 1.734
H -2.127 -9.146 4.794
H -3.206 -10.061 3.605
H -3.564 -8.382 3.932
C -3.094 5.813 -1.563
N -3.034 6.501 -2.975
C -4.318 7.319 -2.947
C -1.820 7.411 -2.965
C -2.946 5.359 -4.015
C -3.440 5.870 -5.433
O -2.874 7.076 -5.847
H -2.229 5.156 -1.648
H -4.021 5.269 -1.380
H -2.874 6.438 -0.697
H -4.444 7.958 -3.822
H -4.326 8.012 -2.105
H -5.124 6.589 -2.880
H -1.719 7.925 -2.009
H -1.991 8.038 -3.840
H -0.949 6.772 -3.111
H -3.707 4.703 -3.590
H -2.033 4.767 -3.953
H -4.528 5.893 -5.493
H -3.249 5.257 -6.314
H -2.048 6.877 -6.294
C 8.568 4.024 -5.188
N 7.753 3.970 -3.860
C 7.486 2.516 -3.513
C 8.574 4.595 -2.662
C 6.327 4.658 -3.979
C 6.369 6.110 -4.292
O 6.543 6.942 -3.197
H 7.855 3.798 -5.980
H 9.327 3.266 -4.996
H 9.004 5.020 -5.265
H 7.060 1.892 -4.298
H 6.902 2.581 -2.595
H 8.493 2.232 -3.208
H 8.589 5.680 -2.762
H 9.604 4.246 -2.739
H 8.086 4.263 -1.746
H 5.814 4.441 -3.042
H 5.657 4.083 -4.617
H 5.323 6.257 -4.562
H 7.026 6.334 -5.132
H 6.295 6.430 -2.424
C -7.420 0.363 3.168
N -7.508 -1.127 2.715
C -8.833 -1.267 1.912
C -6.385 -1.565 1.709
C -7.537 -2.237 3.839
C -6.222 -2.712 4.507
O -5.457 -1.658 5.006
H -8.030 0.544 4.053
H -7.608 0.918 2.249
H -6.405 0.484 3.548
H -8.768 -0.803 0.927
H -9.671 -0.860 2.477
H -9.027 -2.300 1.621
H -5.459 -1.339 2.239
H -6.277 -0.876 0.872
H -6.520 -2.619 1.466
H -8.012 -3.094 3.360
H -8.174 -1.932 4.669
H -5.571 -3.268 3.833
H -6.492 -3.348 5.350
H -4.514 -1.800 4.895
C -3.275 -0.509 -13.746
C -4.361 -0.357 -12.709
C -4.045 -0.137 -11.233
C -3.128 -1.269 -10.699
N -3.012 -1.497 -9.190
C -2.204 -0.262 -8.615
C -0.717 -0.614 -8.477
C -0.634 -2.099 -8.785
C -2.041 -2.713 -8.833
C -4.384 -1.718 -8.543
C -5.124 -2.931 -9.166
C -6.461 -3.400 -8.386
H -2.579 0.313 -13.912
H -3.722 -0.689 -14.724
H -2.551 -1.289 -13.511
H -5.154 -1.104 -12.742
H -4.993 0.455 -13.068
H -5.005 -0.213 -10.722
H -3.686 0.885 -11.114
H -2.064 -1.129 -10.893
H -3.564 -2.143 -11.183
H -2.532 -0.219 -7.576
H -2.232 0.542 -9.350
H -0.466 -0.441 -7.431
H -0.124 0.054 -9.103
H 0.123 -2.479 -8.099
H -0.093 -2.395 -9.683
H -2.316 -3.190 -7.892
H -2.231 -3.542 -9.515
H -4.989 -0.822 -8.686
H -4.092 -1.904 -7.509
H -4.433 -3.772 -9.219
H -5.399 -2.822 -10.215
H -7.222 -2.624 -8.302
H -6.145 -3.713 -7.391
H -6.912 -4.294 -8.815
*
```

Values from the calculation:
* highest occupied orbital energy: -12.56 eV
* largest force on an atom: 6.6 eV/Å
* frontier orbital gap: 3.43 eV